# 1
Below is 2 unconnected molecules or ions with the total composition C2H9NOS, with properties calculated with ωB97M-V/def2-TZVPD.

SMILES string = NCO.CS
HOMO level = -8.976 eV
HOMO-LUMO gap = 9.846 eV
Multiplicity = 1
LUMO energy = 0.9 eV
Total charge = 0

Structure (XYZ):
```
14
C2H9NOS ωB97M-V/def2-TZVPD
S -2.993 1.917 1.751
O 1.103 -2.138 0.540
N 1.568 -1.999 -1.781
C -1.544 2.557 0.863
C 1.543 -1.268 -0.518
H 0.668 -0.614 -0.577
H 2.499 -0.792 -0.313
H -1.541 2.360 -0.205
H 1.844 -2.716 0.758
H 2.344 -2.642 -1.828
H 0.692 -2.440 -2.008
H -0.708 2.102 1.391
H -1.409 3.632 1.002
H -4.065 2.041 0.924
```

Results of the natural (NBO) charge analysis, in e, for atoms 1 through 6: S -0.06; O -0.73; N -0.86; C -0.73; C 0.07; H 0.17

# 2
Below is a molecular structure, C6H11N2S, with properties calculated with ωB97M-V/def2-TZVPD.

HOMO level = -13.653 eV
HOMO-LUMO gap = 10.536 eV
Multiplicity = 1
LUMO energy = -3.1 eV
Total charge = +1

Structure (XYZ):
```
20
C6H11N2S ωB97M-V/def2-TZVPD
S 1.846 2.780 0.973
N -0.197 -0.405 -0.213
N 0.606 2.434 1.947
C 0.445 0.796 0.342
C -1.646 -0.453 0.028
C 0.048 -0.464 -1.697
C 1.476 1.532 -0.181
C 0.462 -1.710 0.333
C 0.016 1.371 1.631
H 1.305 -1.960 -0.247
H -1.817 -0.209 1.102
H -2.010 -1.425 -0.057
H -0.329 -2.440 0.384
H -0.473 -1.286 -2.121
H 0.716 -1.493 1.363
H -0.919 1.112 2.114
H 1.030 -0.283 -2.034
H 2.116 1.549 -1.097
H -0.403 0.459 -1.980
H -2.271 0.095 -0.591
```

Results of the natural (NBO) charge analysis, in e, for atoms 1 through 6: S 0.75; N -0.21; N -0.54; C 0.00; C -0.41; C -0.40

# 3
Below is a molecular structure, C7H8As2CuF12NO3, with properties calculated with ωB97M-V/def2-TZVPD.

HOMO level (spin up / spin down) = 2.339 / 2.342 eV
HOMO-LUMO gap (spin up / spin down) = 4.173 / 4.146 eV
Multiplicity = 2
LUMO energy (spin up / spin down) = 6.5 / 6.5 eV
Total charge = -3

Structure (XYZ):
```
34
C7H8As2CuF12NO3 ωB97M-V/def2-TZVPD
As 0.041 -2.555 3.866
As 0.456 2.182 4.183
Cu -0.321 0.509 1.413
F -0.333 -1.352 5.193
F -0.205 1.410 5.703
F -0.985 1.572 3.202
F -1.537 -3.352 4.208
F 0.738 -3.677 5.072
F 1.702 2.886 5.180
F 1.386 0.702 3.901
F 0.440 -3.735 2.535
F 1.121 2.778 2.619
F 1.709 -1.897 3.688
F -0.580 3.597 4.336
F -0.631 -1.337 2.770
O -2.129 -1.400 -1.777
O -1.278 0.378 -0.827
O 2.161 -0.189 1.151
N -1.617 -0.263 -1.827
C -1.156 0.066 -3.252
C -0.814 -0.656 -5.523
C -0.954 1.353 -3.578
C -1.094 -0.901 -4.228
C -0.458 0.697 -5.879
C -0.503 1.653 -4.853
C 2.161 -0.267 -0.229
H 3.006 0.255 -0.679
H -0.173 0.918 -6.897
H -1.385 -1.939 -4.151
H 1.887 -1.229 -0.663
H -0.932 2.109 -2.806
H -0.317 2.686 -5.108
H -0.783 -1.447 -6.258
H 1.377 0.445 -0.485
```

Results of the natural (NBO) charge analysis, in e, for atoms 1 through 6: As 2.80; As 2.80; Cu 0.91; F -0.63; F -0.63; F -0.68

# 4
Below is a molecular structure, C43H61BrN10O3PS2Ta, with properties calculated with ωB97M-V/def2-TZVPD.

HOMO level = -5.847 eV
HOMO-LUMO gap = 6.236 eV
Multiplicity = 1
LUMO energy = 0.4 eV
Total charge = 0

Structure (XYZ):
```
122
C43H61BrN10O3PS2Ta ωB97M-V/def2-TZVPD
Ta 0.597 -0.037 -0.444
Br -5.674 1.444 -1.422
S 0.435 -2.323 0.403
S -0.668 -4.688 -1.217
P 1.330 0.647 2.838
O -2.728 1.517 -1.039
O -0.769 2.537 0.370
O -1.420 -0.279 -0.860
N 0.587 2.745 -2.024
N 0.994 -1.326 -2.061
N 2.351 -0.453 3.536
N -2.026 0.137 2.106
N -0.168 0.572 3.567
N 0.486 -2.587 -2.226
N 1.267 0.426 1.284
N 0.057 1.510 -2.140
N 2.375 0.570 -1.327
N 1.903 2.116 3.351
C 3.586 0.868 -3.445
C 0.140 -3.122 -1.108
C -1.842 -1.099 4.284
C -3.866 -1.429 1.749
C -5.890 -1.220 -2.191
C -1.275 0.782 5.785
C 3.294 2.379 3.715
C -0.619 1.492 4.615
C -4.168 -2.882 -2.337
C 3.197 1.547 -0.810
C -0.208 1.353 -3.437
C -3.613 -0.627 -1.626
C 1.200 3.328 2.930
C -0.938 0.172 -3.983
C 4.142 2.194 -1.524
C 1.901 4.012 1.764
C -1.122 -0.446 3.102
C 0.196 2.500 -4.145
C 0.704 3.366 -3.206
C 3.588 -1.073 5.571
C -0.549 -5.293 0.470
C -2.915 -2.540 1.409
C -2.527 0.310 -1.164
C -5.236 -1.667 1.697
C -2.404 -0.102 5.284
C 1.886 -0.921 -3.019
C 2.245 -0.662 4.981
C -4.336 0.925 2.131
C 4.215 -2.032 3.350
C 3.362 4.299 2.100
C 1.324 4.713 -3.332
C -3.409 -0.127 2.027
C -4.960 -0.279 -1.771
C 2.857 -1.619 2.806
C -3.894 2.357 2.250
C 4.322 1.864 -2.912
C -6.154 -0.644 1.862
C 4.075 3.038 2.586
C 4.143 -2.296 4.850
C -3.246 -1.943 -1.916
C 2.628 0.154 -2.647
C -5.695 0.646 2.054
C -5.498 -2.517 -2.474
H -2.636 -1.739 3.905
H 4.938 -1.235 3.145
H 0.239 2.066 4.958
H -1.336 2.210 4.197
H 3.279 3.048 4.586
H -0.521 -1.227 2.624
H -2.882 -0.632 6.109
H 5.048 2.399 -3.510
H 5.124 -2.564 5.248
H 3.484 -3.153 5.033
H 4.555 -2.921 2.815
H 3.400 5.054 2.895
H -3.843 -3.893 -2.547
H -2.240 -2.226 0.614
H 2.150 -2.454 2.903
H -7.216 -0.845 1.803
H -1.005 -6.283 0.457
H 1.834 3.357 0.892
H 3.877 4.727 1.238
H 1.377 4.940 1.516
H 4.195 2.321 1.770
H 0.486 -5.386 0.793
H -4.682 2.968 2.689
H -3.669 2.766 1.260
H 2.410 4.642 -3.239
H -6.926 -0.927 -2.292
H -1.546 2.304 -0.222
H -1.631 1.533 6.494
H 0.758 3.096 -1.096
H 3.021 1.755 0.234
H 0.111 2.673 -5.205
H 2.913 -1.366 1.750
H -2.281 -2.846 2.246
H -5.578 -2.674 1.487
H -6.402 1.464 2.137
H 3.468 -1.264 6.640
H 1.157 4.010 3.790
H -3.465 -3.418 1.070
H 0.173 3.069 2.673
H -0.530 0.170 6.306
H -1.759 1.079 1.866
H 3.699 0.574 -4.481
H -3.002 2.467 2.868
H -0.986 3.367 0.803
H 1.889 0.258 5.449
H -1.952 0.467 -4.265
H -0.441 -0.216 -4.871
H 1.093 5.143 -4.305
H 1.996 -1.493 -3.928
H 5.080 3.283 2.939
H -1.118 -1.750 4.785
H 3.760 1.447 4.024
H -1.097 -4.661 1.166
H -3.179 0.508 4.808
H -1.007 -0.626 -3.252
H -6.237 -3.237 -2.801
H 4.758 2.939 -1.038
H 0.960 5.397 -2.564
H 4.291 -0.240 5.471
H 1.494 -1.440 5.189
H -2.209 -2.220 -1.800
```

Results of the Mulliken charge analysis, in e, for atoms 1 through 6: Ta -0.29; Br -0.12; S -0.59; S -0.04; P -0.96; O -1.02

# 5
Below is a molecular structure, C15H31AgN2O3SSi, with properties calculated with ωB97M-V/def2-TZVPD.

HOMO level = -7.714 eV
HOMO-LUMO gap = 8.040 eV
Multiplicity = 1
LUMO energy = 0.3 eV
Total charge = 0

Structure (XYZ):
```
54
C15H31AgN2O3SSi ωB97M-V/def2-TZVPD
Ag -2.122 1.868 0.638
S -1.751 -0.179 1.767
Si 0.038 -0.446 0.687
O 1.394 -0.122 1.527
O 0.244 -1.931 0.037
O -0.037 0.754 -0.463
N -4.151 3.619 -1.068
N -2.889 3.589 -0.622
C 1.023 -0.066 -2.500
C 0.210 2.284 -2.233
C 1.159 -1.420 3.569
C -0.629 -3.000 -0.343
C 2.116 -0.839 2.532
C 3.043 0.182 3.185
C 0.873 1.104 -1.529
C 0.238 -3.982 -1.126
C 2.238 1.538 -0.997
C -4.503 4.840 -1.508
C -3.410 5.656 -1.329
C -2.432 4.824 -0.765
C -1.763 -2.493 -1.231
C 2.940 -1.947 1.878
C -1.182 -3.678 0.909
H 3.597 -1.519 1.117
H -1.796 -2.976 1.473
H 1.089 -4.300 -0.522
H 2.852 1.924 -1.813
H -1.424 5.069 -0.473
H 0.039 -0.372 -2.861
H -1.354 -1.991 -2.110
H -2.383 -1.786 -0.679
H 2.112 2.314 -0.241
H 2.456 0.975 3.652
H 1.483 -0.914 -1.994
H 2.751 0.700 -0.532
H -3.325 6.701 -1.569
H 3.552 -2.462 2.621
H 1.641 0.218 -3.353
H -5.479 5.041 -1.915
H 0.111 3.116 -1.533
H 3.694 0.632 2.434
H 0.803 2.608 -3.088
H 0.537 -0.629 3.990
H -0.348 -4.861 -1.398
H 1.722 -1.903 4.369
H 2.280 -2.666 1.394
H -0.788 2.001 -2.574
H -2.384 -3.328 -1.559
H -1.790 -4.542 0.635
H -4.704 2.781 -1.048
H -0.360 -4.016 1.544
H 0.494 -2.152 3.107
H 0.615 -3.516 -2.038
H 3.659 -0.299 3.946
```

Results of the natural (NBO) charge analysis, in e, for atoms 1 through 6: Ag 0.70; S -0.98; Si 2.19; O -0.96; O -0.97; O -0.98

# 6
Below is C3H5NOS in the gas phase, with properties calculated with ωB97M-V/def2-TZVPD.

HOMO level (spin up / spin down) = -6.471 / -9.549 eV
HOMO-LUMO gap (spin up / spin down) = 7.482 / 6.926 eV
Multiplicity = 3
LUMO energy (spin up / spin down) = 1.0 / -2.6 eV
Total charge = 0

Structure (XYZ):
```
11
C3H5NOS ωB97M-V/def2-TZVPD
S -3.082 -0.311 -0.133
O 0.626 -0.466 0.665
N -0.270 0.208 -0.177
C 1.445 -1.236 -0.212
C -1.618 0.342 -0.089
C -0.779 1.483 0.271
H 2.219 -1.642 0.423
H 1.737 -0.618 -0.967
H 0.809 -2.091 -0.694
H -0.533 2.387 -0.341
H -0.554 1.944 1.253
```

Results of the natural (NBO) charge analysis, in e, for atoms 1 through 6: S 0.31; O -0.39; N -0.11; C -0.24; C -0.28; C -0.23

# 7
Below is a molecular structure, C3H4O2, with properties calculated with ωB97M-V/def2-TZVPD.

HOMO level = -9.567 eV
HOMO-LUMO gap = 9.473 eV
Multiplicity = 1
LUMO energy = -0.1 eV
Total charge = 0

Structure (XYZ):
```
9
C3H4O2 ωB97M-V/def2-TZVPD
O -0.570 1.513 -0.796
O 0.992 -2.207 -0.234
C -0.708 0.892 0.274
C -0.173 -0.282 0.662
C 0.728 -0.959 -0.238
H -1.285 1.469 1.018
H -0.452 -0.913 1.887
H -0.318 0.832 -1.577
H 1.787 -0.345 -0.996
```

Results of the natural (NBO) charge analysis, in e, for atoms 1 through 6: O -0.61; O -0.55; C 0.25; C -0.46; C 0.33; H 0.18

# 8
Below is 2 unconnected molecules or ions with the total composition CClIO, with properties calculated with ωB97M-V/def2-TZVPD.

HOMO level (spin up / spin down) = -8.307 / -9.979 eV
HOMO-LUMO gap (spin up / spin down) = 9.058 / 6.193 eV
Multiplicity = 3
LUMO energy (spin up / spin down) = 0.8 / -3.8 eV
Total charge = 0

Structure (XYZ):
```
4
CClIO ωB97M-V/def2-TZVPD
I -2.925 -0.674 0.056
Cl -2.829 1.760 -0.055
O 0.146 0.356 -0.211
C 0.653 1.290 0.210
```

In the natural (NBO) picture, each atom carries the following charge in e: I 0.39; Cl -0.39; O -0.53; C 0.53

# 9
Below is C4H3FS in the gas phase, with properties calculated with ωB97M-V/def2-TZVPD.

SMILES string = FCC#CC=S
HOMO level = -9.131 eV
HOMO-LUMO gap = 8.196 eV
Multiplicity = 1
LUMO energy = -0.9 eV
Total charge = 0

Structure (XYZ):
```
9
C4H3FS ωB97M-V/def2-TZVPD
S -3.202 -0.997 0.025
F 2.361 -1.334 -0.056
C -2.241 0.264 -0.019
C 0.365 -0.131 0.033
C 1.784 -0.085 0.076
C -0.821 0.028 -0.039
H 1.934 0.508 -0.831
H 2.287 0.387 0.970
H -2.468 1.360 -0.158
```

Results of the natural (NBO) charge analysis, in e, for atoms 1 through 6: S 0.14; F -0.35; C -0.37; C 0.02; C -0.03; C -0.05

# 10
Below is C2H2F2 in the gas phase, with properties calculated with ωB97M-V/def2-TZVPD.

SMILES string = F/C=C/F
HOMO level (spin up / spin down) = -8.761 / -8.721 eV
HOMO-LUMO gap (spin up / spin down) = 9.285 / 9.229 eV
Multiplicity = 1
LUMO energy (spin up / spin down) = 0.5 / 0.5 eV
Total charge = 0

Structure (XYZ):
```
6
C2H2F2 ωB97M-V/def2-TZVPD
F -1.951 -0.256 0.031
F 1.769 0.287 0.041
C -0.778 0.403 0.029
C 0.696 -0.466 0.016
H -0.692 1.505 0.302
H 0.957 -1.474 -0.420
```

In the natural (NBO) picture, each atom carries the following charge in e: F -0.32; F -0.33; C 0.14; C 0.15; H 0.19; H 0.18

# 11
Below is a molecular structure, C7H17N, with properties calculated with ωB97M-V/def2-TZVPD.

HOMO level = -7.537 eV
HOMO-LUMO gap = 8.422 eV
Multiplicity = 1
LUMO energy = 0.9 eV
Total charge = 0

Structure (XYZ):
```
25
C7H17N ωB97M-V/def2-TZVPD
N 1.515 -0.505 -0.815
C -0.739 2.090 -0.808
C -0.107 -2.256 -0.427
C 0.666 -0.820 1.542
C -2.187 0.454 0.453
C 2.507 0.415 -0.273
C 0.601 -1.015 0.048
C -1.185 0.640 -0.667
H 0.035 2.196 -1.576
H 2.059 1.338 0.120
H -2.517 -0.585 0.535
H 3.190 0.696 -1.077
H -3.088 1.058 0.292
H 0.859 0.220 1.806
H 0.091 0.151 -0.833
H -0.322 2.456 0.134
H -0.263 -1.134 2.017
H -1.072 -2.377 0.067
H -1.765 0.760 1.415
H -1.600 0.267 -1.609
H 1.493 -1.426 1.925
H 0.528 -3.115 -0.194
H -0.243 -2.223 -1.508
H -1.573 2.745 -1.089
H 3.116 -0.031 0.522
```

Results of the natural (NBO) charge analysis, in e, for atoms 1 through 6: N -0.56; C -0.61; C -0.67; C -0.72; C -0.62; C -0.45

# 12
Below is C3H5NO3 in the gas phase, with properties calculated with ωB97M-V/def2-TZVPD.

SMILES string = O=CCNC(=O)O
HOMO level = -9.772 eV
HOMO-LUMO gap = 10.240 eV
Multiplicity = 1
LUMO energy = 0.5 eV
Total charge = 0

Structure (XYZ):
```
12
C3H5NO3 ωB97M-V/def2-TZVPD
O 2.393 0.392 1.187
O -2.380 0.346 -1.396
O 0.802 1.525 0.055
N 0.580 -0.750 0.502
C -1.242 0.078 -1.119
C -0.689 -0.986 -0.131
C 1.369 0.420 0.568
H 0.704 -1.252 1.372
H -1.392 -1.098 0.714
H 1.073 2.332 0.512
H -0.729 -1.818 -0.839
H -0.489 0.812 -1.423
```

Results of the natural (NBO) charge analysis, in e, for atoms 1 through 6: O -0.61; O -0.51; O -0.72; N -0.66; C 0.43; C -0.33

Values for max |F|, eV/Å, ordered as above
2.82; 3.55; 5.14; 0.84; 0.90; 4.08; 7.36; 2.11; 2.31; 7.19; 5.15; 2.63